1.
Here is a molecular structure, C13H25F5NO2P2Y from OMol25. Energies are from ωB97M-V/def2-TZVPD.

```
49
Properties=species:S:1:pos:R:3
C 1.996 -2.394 -2.092
C 1.556 -1.564 -1.038
N 0.299 -0.954 -1.147
C -0.595 -1.476 -2.027
C -0.206 -2.373 -3.012
C 1.120 -2.794 -3.083
C 2.311 -1.380 0.154
P 1.527 -0.902 1.656
Y 0.176 1.121 0.075
P -2.309 0.598 -1.173
C -2.054 -1.053 -1.955
O 5.061 1.376 -1.844
O 2.325 2.076 0.493
H 3.009 -2.788 -2.019
H -0.947 -2.701 -3.737
H 1.448 -3.463 -3.876
C 1.154 -2.400 2.632
C 2.912 -0.190 2.615
H -2.475 -1.027 -2.972
H -2.643 -1.783 -1.369
H 6.024 1.330 -1.812
H 3.324 -1.788 0.178
C -3.947 0.366 -0.429
C -2.727 1.592 -2.655
H -1.235 2.742 -0.799
H 2.494 2.791 1.133
H 3.069 2.040 -0.111
H 4.796 0.958 -2.681
H -1.627 0.158 2.538
H -0.627 3.171 -0.563
H 2.070 -2.867 3.025
H 0.517 -2.081 3.470
H 0.604 -3.134 2.027
H 3.611 -0.993 2.896
H 3.448 0.577 2.036
H 2.499 0.270 3.527
H -3.764 1.396 -2.960
H -2.616 2.652 -2.393
H -2.044 1.360 -3.484
H -4.726 0.660 -1.147
H -4.083 -0.685 -0.140
H -4.019 1.000 0.465
F -0.211 1.738 2.029
C -1.572 1.036 3.164
F -0.862 0.924 4.281
C -2.709 1.975 3.071
F -2.637 2.998 3.965
F -2.801 2.544 1.807
F -3.916 1.341 3.281
```

Output
Frontier orbital gap (alpha / beta) (eV): 3.176 / 3.172
Energy above the lowest of the compared OMol25 structures with the same formula, charge and spin (kJ/mol): 146.9

Atomic partial charges in e from the natural (NBO) method, atoms 1 to 2: C -0.295; C 0.219

***

2.
Here is a molecular structure, C13H25KN6O8 from OMol25. Energies are from ωB97M-V/def2-TZVPD.

```
53
Properties=species:S:1:pos:R:3
K -0.327 -0.856 0.740
O 3.837 -1.972 -0.487
C 3.410 -1.817 -1.815
C 3.352 -0.369 -2.288
N 2.194 0.372 -1.808
C 1.347 0.852 -2.883
C -0.086 1.281 -2.489
O -0.682 1.960 -3.343
O -0.525 0.880 -1.377
C 2.508 1.417 -0.852
C 2.731 0.996 0.618
O 3.145 1.888 1.373
O 2.437 -0.197 0.938
H 3.278 -1.373 0.075
H 2.415 -2.261 -1.973
H 4.121 -2.365 -2.446
H 3.340 -0.390 -3.386
H 4.286 0.130 -1.991
H 1.207 0.036 -3.599
H 1.798 1.688 -3.446
H 1.664 2.107 -0.815
H 3.387 2.005 -1.164
N -2.600 -0.973 -0.991
N -3.747 -0.652 -0.227
C -3.708 -0.920 1.176
O -4.564 -0.299 1.848
O -2.865 -1.759 1.581
H -2.124 -0.135 -1.330
H -2.883 -1.549 -1.772
H -4.123 0.268 -0.406
N -1.226 -4.271 1.395
C -1.895 -4.589 0.489
H -1.020 -3.677 2.172
C -0.063 3.031 1.143
N -1.194 3.320 2.024
C -2.121 4.289 1.461
C -1.714 2.222 2.688
O -1.388 1.076 2.438
N -2.663 2.500 3.656
C -2.545 3.662 4.505
C -3.317 1.351 4.260
H 0.374 3.983 0.836
H -0.371 2.467 0.258
H 0.701 2.474 1.680
H -2.353 4.033 0.420
H -1.676 5.288 1.475
H -3.050 4.307 2.024
H -3.517 4.150 4.636
H -1.846 4.376 4.077
H -2.176 3.376 5.499
H -3.589 0.618 3.497
H -4.228 1.701 4.752
H -2.673 0.877 5.013
```

Output
Frontier orbital gap (eV): 7.111
Energy above the lowest of the compared OMol25 structures with the same formula, charge and spin (kJ/mol): 118.7
Charge: -2

Atomic partial charges in e from the natural (NBO) method, atoms 1 to 2: K 0.943; O -0.778

***

3.
Here is C13H25NO5 in the gas phase from OMol25. Energies are from ωB97M-V/def2-TZVPD.

```
44
Properties=species:S:1:pos:R:3
C 6.243 0.825 -1.070
C 5.642 0.182 0.035
C 4.130 0.374 -0.119
C 3.322 -0.387 1.075
O 1.763 -0.327 1.193
C 1.183 -1.072 0.120
O 1.699 -1.967 -0.449
N -0.091 -0.918 0.218
C -0.808 0.443 0.926
C -0.714 1.586 0.053
O -1.441 2.426 0.574
C -2.906 2.347 0.731
C -3.606 1.998 -0.522
O -3.616 0.656 -0.723
C -4.469 -0.092 -0.136
C -4.133 -1.633 -0.076
O -3.051 -1.798 0.443
C -1.816 -2.588 0.165
C -0.956 -1.874 -0.628
H 5.788 1.949 -1.002
H 7.174 0.708 -1.015
H 5.856 0.182 -2.049
H 5.662 -0.730 0.212
H 5.884 0.616 1.117
H 3.646 -0.210 -0.733
H 3.648 1.375 -0.148
H 3.535 -1.599 0.999
H 3.501 0.048 2.085
H -0.325 0.540 1.738
H -1.751 -0.235 1.020
H 0.276 1.859 -0.193
H -1.160 1.192 -0.859
H -3.142 3.491 0.877
H -3.067 1.698 1.287
H -3.144 2.428 -1.588
H -4.585 2.468 -0.565
H -4.556 -0.034 0.839
H -5.482 -0.134 -0.658
H -4.982 -2.313 -0.120
H -3.726 -1.888 -1.248
H -1.337 -3.028 1.124
H -2.182 -3.351 -0.504
H -1.529 -0.878 -1.303
H -0.377 -2.335 -1.125
```

Output
Frontier orbital gap (eV): 9.757
Energy above the lowest of the compared OMol25 structures with the same formula, charge and spin (kJ/mol): 1466.3
SMILES string: CCCCOC(=O)N1CCOCCOCCOCC1

Atomic partial charges in e from the natural (NBO) method, atoms 1 to 2: C -0.547; C -0.379

***

4.
Here is a molecular structure, C13H25NO5Rb from OMol25. Energies are from ωB97M-V/def2-TZVPD.

```
45
Properties=species:S:1:pos:R:3
Rb 4.226 3.058 -1.694
O 7.663 3.802 4.330
C 6.434 3.360 4.083
O 5.699 3.082 5.056
O 6.063 3.165 2.903
H 7.765 3.857 5.283
C -3.786 1.730 1.110
C -3.433 0.519 0.111
C -4.723 0.411 -0.735
C -4.648 -0.532 -1.989
C -3.517 0.034 -2.892
C -2.162 0.130 -2.203
N -2.337 0.790 -0.901
O -1.189 1.432 -0.304
C -1.270 0.875 -3.225
C -1.534 -1.382 -2.033
C -3.183 -0.882 0.898
H -3.700 2.725 0.673
H -3.166 1.781 2.005
H -4.794 1.542 1.480
H -5.070 1.389 -1.070
H -5.519 -0.032 -0.136
H -5.618 -0.413 -2.471
H -4.519 -1.592 -1.771
H -3.822 1.030 -3.215
H -3.471 -0.604 -3.775
H -1.593 1.914 -3.295
H -1.299 0.431 -4.220
H -0.279 0.868 -2.772
H -1.024 -1.737 -2.929
H -2.283 -2.083 -1.666
H -0.702 -1.546 -1.349
H -2.212 -0.796 1.386
H -3.247 -1.791 0.300
H -3.788 -1.200 1.747
C 6.101 -2.958 1.049
C 4.902 -2.079 0.783
O 4.757 -1.531 -0.338
C 3.981 -1.794 1.890
H 6.762 -2.465 1.762
H 6.698 -3.265 0.191
H 5.729 -3.886 1.483
H 4.333 -1.257 2.771
H 3.696 -2.816 2.137
H 3.079 -1.284 1.552
```

Output
Frontier orbital gap (eV): 1.813
Energy above the lowest of the compared OMol25 structures with the same formula, charge and spin (kJ/mol): 503.8
Charge: -1

Atomic partial charges in e from the natural (NBO) method, atoms 1 to 2: Rb 0.995; O -0.740

***

5.
Here is 2 unconnected molecules or ions with the total composition C13H26BClN3O2 from OMol25. Energies are from ωB97M-V/def2-TZVPD.

```
46
Properties=species:S:1:pos:R:3
C -3.780 3.143 1.527
C -3.968 1.878 2.380
C -3.165 0.699 1.814
Cl -4.314 -0.479 1.039
C -2.382 -0.114 2.861
C -3.291 -0.599 3.900
N -4.059 -0.980 4.665
C -1.171 0.637 3.531
C -0.848 1.908 2.909
N -0.499 2.871 2.383
B 0.130 -0.304 3.387
C 0.920 -0.323 2.036
O 0.555 -1.046 4.462
H -4.127 4.034 2.043
H -4.334 3.001 0.597
H -2.738 3.292 1.256
H -5.029 1.648 2.371
H -3.667 2.053 3.414
H -2.518 0.989 0.992
H -1.988 -0.991 2.340
H -1.395 0.793 4.586
H 1.183 -1.336 1.730
H 1.875 0.172 2.252
H 0.440 0.239 1.243
H 0.044 -1.844 4.644
C 3.632 -1.086 -2.251
N 2.662 -1.229 -3.388
C 2.954 -2.524 -4.079
C 2.858 -0.106 -4.350
C 1.224 -1.294 -2.916
C 0.669 -0.071 -2.222
O 1.396 0.188 -1.031
H 4.625 -1.314 -2.635
H 3.612 -0.070 -1.882
H 3.362 -1.788 -1.468
H 3.977 -2.498 -4.445
H 2.264 -2.642 -4.911
H 2.831 -3.335 -3.366
H 2.691 0.836 -3.838
H 2.157 -0.221 -5.173
H 3.880 -0.145 -4.718
H 1.172 -2.158 -2.254
H 0.629 -1.492 -3.808
H -0.375 -0.288 -1.979
H 0.681 0.800 -2.883
H 1.226 1.098 -0.762
```

Output
Frontier orbital gap (eV): 9.861
Charge: +1

Atomic partial charges in e from the natural (NBO) method, atoms 1 to 2: C -0.606; C -0.442

***

6.
Here is 4 unconnected molecules or ions with the total composition C13H26BN4O5P from OMol25. Energies are from ωB97M-V/def2-TZVPD.

```
50
Properties=species:S:1:pos:R:3
C 6.427 -1.156 0.607
C 5.275 -1.506 -0.416
B 4.676 -0.244 -1.133
O 5.285 0.200 -2.312
C 3.383 0.601 -0.616
O 2.127 -0.100 -0.852
C 1.599 -0.775 0.241
O 2.089 -1.751 0.729
C 0.267 -0.246 0.806
C -0.921 -1.102 0.352
O -2.167 -0.534 0.814
C -0.934 -1.373 -1.176
N -0.904 -0.083 -1.904
P 3.615 1.260 1.102
O 4.046 0.259 2.110
H 7.241 -1.879 0.444
H 6.806 -0.133 0.501
H 6.059 -1.349 1.621
H 4.513 -2.163 0.024
H 5.763 -2.105 -1.209
H 4.727 0.003 -3.078
H 3.348 1.505 -1.258
H 0.396 -0.258 1.900
H 0.153 0.812 0.528
H -0.824 -2.073 0.882
H -2.854 -1.141 0.499
H -1.885 -1.852 -1.447
H -0.115 -2.042 -1.475
H -1.296 0.642 -1.305
H 0.057 0.220 -2.046
H 4.672 2.208 0.964
H 2.492 2.031 1.500
C -5.036 -2.184 -2.543
C -4.440 -2.559 -1.260
N -3.965 -2.855 -0.255
H -6.119 -2.129 -2.446
H -4.655 -1.213 -2.855
H -4.782 -2.925 -3.299
C -2.281 3.342 0.518
C -0.822 3.282 0.597
N 0.324 3.219 0.659
H -2.602 3.192 -0.512
H -2.714 2.560 1.141
H -2.630 4.314 0.863
C -5.961 1.582 2.520
C -4.793 0.887 1.966
N -3.873 0.343 1.530
H -6.533 0.900 3.147
H -5.638 2.430 3.121
H -6.597 1.940 1.712
```

Output
Frontier orbital gap (eV): 9.147
SMILES string: CCB(O)[C@@H](OC(=O)C[C@@H](O)CN)[PH2]=O.CC#N.CC#N.CC#N

Atomic partial charges in e from the natural (NBO) method, atoms 1 to 2: C -0.587; C -0.821

***

7.
Here is a molecular structure, C13H26Cl26F30P5V2 from OMol25. Energies are from ωB97M-V/def2-TZVPD.

```
102
Properties=species:S:1:pos:R:3
V 1.890 1.289 2.709
V -1.398 -1.740 -1.150
P 2.412 -0.369 4.901
F 3.698 -0.229 5.866
F 2.319 1.293 4.886
F 3.361 -0.182 3.563
F 1.151 -0.313 3.944
F 2.420 -2.052 4.823
F 1.490 -0.507 6.217
P -1.391 -0.860 -4.146
F -1.577 -2.431 -3.695
F -2.814 -0.976 -4.940
F -2.127 -0.534 -2.696
F -1.311 0.706 -4.536
F -0.030 -0.943 -3.292
F -0.691 -1.301 -5.561
P 3.275 3.396 1.404
F 4.810 3.718 1.811
F 3.550 3.555 -0.207
F 3.545 1.787 1.254
F 1.724 3.016 1.225
F 2.919 3.082 2.950
F 2.753 4.942 1.608
P 0.528 -0.152 0.321
F -0.723 0.289 -0.651
F -0.561 -1.183 0.878
F 0.883 -1.321 -0.748
F 1.647 -0.576 1.369
F 1.497 0.877 -0.343
F 0.142 0.920 1.498
P -3.927 -2.789 -0.405
F -4.368 -4.381 -0.516
F -4.633 -2.594 1.052
F -2.487 -3.225 0.318
F -3.346 -1.251 -0.328
F -3.132 -2.949 -1.802
F -5.276 -2.269 -1.163
C 2.394 -4.279 1.697
Cl 3.191 -3.294 0.441
Cl 0.865 -3.524 2.190
H 2.089 -5.225 1.250
H 3.055 -4.426 2.551
C 3.158 -2.222 -5.647
Cl 2.042 -1.515 -6.843
Cl 3.939 -3.719 -6.226
H 3.992 -1.536 -5.495
H 2.646 -2.407 -4.703
C 0.073 4.094 -1.331
Cl 0.399 5.836 -1.341
Cl -0.968 3.760 -2.753
H 1.013 3.551 -1.435
H -0.452 3.816 -0.417
C 0.897 -5.224 -2.418
Cl -0.024 -3.921 -1.670
Cl 1.037 -5.135 -4.187
H 1.918 -5.052 -2.079
H 0.371 -6.141 -2.154
C -6.729 1.395 -3.093
Cl -4.931 1.074 -3.051
Cl -7.189 2.829 -4.084
H -7.369 0.552 -3.353
H -7.065 1.675 -2.095
C -4.269 4.833 -0.694
Cl -4.475 4.901 -2.459
Cl -3.632 3.178 -0.255
H -3.540 5.584 -0.388
H -5.193 4.984 -0.136
C -3.467 -2.565 4.238
Cl -4.088 -2.079 5.798
Cl -1.971 -1.580 3.794
H -3.169 -3.611 4.318
H -4.172 -2.439 3.415
C -5.708 0.887 1.700
Cl -7.097 0.733 0.571
Cl -5.998 0.205 3.310
H -4.744 0.531 1.335
H -5.526 1.955 1.820
C 5.942 -1.794 1.714
Cl 6.758 -3.257 1.131
Cl 5.499 -0.616 0.454
H 5.078 -2.119 2.294
H 6.639 -1.315 2.402
C 3.288 0.856 -2.799
Cl 4.671 0.050 -3.464
Cl 2.134 1.236 -4.102
H 2.848 0.188 -2.059
H 3.623 1.783 -2.335
C -1.046 6.735 1.862
Cl -1.376 4.980 1.794
Cl -2.330 7.711 1.146
H -0.933 6.984 2.917
H -0.132 6.899 1.291
C 6.280 -4.255 -1.998
Cl 4.688 -3.871 -2.701
Cl 7.113 -2.687 -2.018
H 6.006 -4.508 -0.974
H 6.707 -5.025 -2.640
C -1.871 2.332 4.462
Cl -2.888 2.366 3.062
Cl -0.123 2.596 4.043
H -2.159 3.178 5.086
H -1.942 1.334 4.893
```

Output
Frontier orbital gap (alpha / beta) (eV): 9.585 / 10.142
Expectation value of S²: 12.00
Charge: -1
2S+1: 7

Atomic partial charges in e from the Löwdin method, atoms 1 to 2: V 0.920; V 0.905

***

8.
Here is a molecular structure, C13H26ClCrINOP2S from OMol25. Energies are from ωB97M-V/def2-TZVPD.

```
47
Properties=species:S:1:pos:R:3
C 0.230 0.819 -5.667
C 0.228 1.084 -4.206
H 0.249 1.748 -6.235
H -0.641 0.218 -5.948
H 1.088 0.192 -5.928
O 0.262 2.106 -3.578
I 0.143 -0.996 -3.177
Cr 0.192 -0.931 -0.694
P 2.625 -0.426 -0.587
C 2.860 0.827 0.697
C 3.558 -1.888 -0.046
H 4.619 -1.756 -0.281
H 4.628 0.234 -1.755
H 3.197 -2.768 -0.583
H 3.448 -0.514 -2.854
H 2.610 0.403 1.676
H 3.426 -2.061 1.025
C 3.565 0.176 -2.013
H 3.902 1.174 0.686
H 3.219 1.170 -2.309
H 2.188 1.676 0.513
P -2.116 -0.168 -0.570
C -2.484 1.131 0.629
C -3.168 0.248 -1.996
H -2.463 -2.547 -0.405
H -3.959 -1.627 -0.067
H -2.673 -1.764 1.175
C -2.881 -1.676 0.106
H -3.031 -0.471 -2.816
H -4.219 0.208 -1.666
H -3.572 1.241 0.715
H -2.061 2.076 0.269
H -2.944 1.263 -2.356
H -2.047 0.898 1.605
Cl 0.210 -3.152 -1.001
S 0.303 -1.356 1.625
C -0.273 -0.312 2.859
N -0.936 -0.954 3.896
C -1.502 -0.288 4.952
C -1.170 1.034 5.143
C -0.421 1.709 4.157
C 0.010 1.052 3.010
H -0.995 -1.968 3.841
H -2.178 -0.871 5.576
H -1.468 1.528 6.059
H -0.175 2.759 4.284
H 0.617 1.524 2.238
```

Output
Frontier orbital gap (alpha / beta) (eV): 6.826 / 8.149
Expectation value of S²: 3.84
Charge: +2
2S+1: 4

Atomic partial charges in e from the natural (NBO) method, atoms 1 to 2: C -0.760; C 0.597

***

Number 1: electronic energy -1935.802850 a.u.. Number 2: electronic energy -2040.880020 a.u.. Number 3: electronic energy -940.724650 a.u.. Number 4: electronic energy -965.251460 a.u.. Number 5: electronic energy -1310.504742 a.u.. Number 6: electronic energy -1472.319636 a.u.. Number 7: electronic energy -19067.906755 a.u.. Number 8: electronic energy -3523.721070 a.u..